C6H15N5S | ωB97M-V/def2-TZVPD

LUMO energy (alpha / beta), eV: -6.42 / -10.37
E_HOMO (alpha / beta), eV: -13.54 / -16.55
Relative energy (zero: lowest compared OMol25 entry of this formula, charge and spin), eV: 0.0000

```
! RIJCOSX wB97M-V def2-TZVPD def2/J DEFGRID3
* xyz 2 3
C 0.728 1.694 0.743
C -0.020 -0.075 -0.839
C 1.488 1.030 1.807
C -1.953 -0.630 0.595
C 1.898 -0.233 1.774
C 2.281 0.561 -2.314
N 0.154 1.031 -0.212
N -1.079 -0.888 -0.547
N -2.650 -1.911 0.843
N 0.591 3.007 0.797
N -1.643 -1.799 -1.454
S 0.900 -0.599 -2.227
H 1.742 1.666 2.645
H -2.696 0.143 0.362
H 1.699 -0.891 0.940
H -1.351 -0.306 1.449
H 2.482 -0.650 2.577
H 2.365 1.110 -1.383
H 2.117 1.236 -3.149
H 3.176 -0.031 -2.487
H -3.599 -1.806 1.220
H -2.651 -2.310 -0.161
H 1.024 3.545 1.532
H 0.090 3.512 0.079
H -2.121 -2.555 1.446
H -0.970 -2.507 -1.740
H -2.006 -1.344 -2.295
*
```

***

C5H10O | ωB97M-V/def2-TZVPD

LUMO energy, eV: 1.18
E_HOMO, eV: -9.66
SMILES: COCC1CC1
Relative energy (zero: lowest compared OMol25 entry of this formula, charge and spin), eV: 1.7813

```
! RIJCOSX wB97M-V def2-TZVPD def2/J DEFGRID3
* xyz 0 1
C 2.305 -0.703 -0.067
O 1.407 0.357 -0.281
C 0.431 0.596 0.718
C -0.898 0.862 0.035
C -2.118 -0.015 0.207
C -1.276 -0.120 -1.028
H 1.849 -1.535 0.498
H 2.591 -1.080 -1.057
H 3.212 -0.369 0.463
H 0.341 -0.274 1.387
H 0.720 1.461 1.337
H -1.124 1.908 -0.149
H -3.082 0.482 0.100
H -2.108 -0.842 0.916
H -0.597 -0.967 -1.096
H -1.655 0.239 -1.981
*
```

***

C4H10O2Zn | ωB97M-V/def2-TZVPD

LUMO energy, eV: 0.64
E_HOMO, eV: -6.73
Relative energy (zero: lowest compared OMol25 entry of this formula, charge and spin), eV: 0.5318

```
! RIJCOSX wB97M-V def2-TZVPD def2/J DEFGRID3
* xyz 0 1
O 0.482 -1.999 -0.790
C 0.133 -0.832 -1.493
C -0.356 -0.901 -0.119
O 0.356 -0.371 0.907
C -0.042 -0.773 2.209
Zn 2.497 -2.405 -0.180
H -0.558 -1.000 -2.324
H 0.669 0.233 -1.637
H -1.370 -1.265 0.085
H -0.615 1.307 -0.439
H 0.403 -0.065 2.917
H -1.136 -0.751 2.323
H 0.331 -1.789 2.409
C -0.261 2.365 -0.894
H -0.775 2.658 -1.819
H -0.576 3.080 -0.123
H 0.817 2.506 -1.032
*
```

***

C4H10N10 | ωB97M-V/def2-TZVPD

LUMO energy (alpha / beta), eV: -9.02 / -9.02
E_HOMO (alpha / beta), eV: -17.16 / -17.16
Relative energy (zero: lowest compared OMol25 entry of this formula, charge and spin), eV: 1.2306

```
! RIJCOSX wB97M-V def2-TZVPD def2/J DEFGRID3
* xyz 2 1
C -1.237 -2.408 -1.265
C 0.334 -2.798 0.474
C -2.036 0.045 1.193
C 1.828 0.017 -1.461
N -2.178 -2.417 -1.923
N 0.876 -3.121 1.435
N -2.459 0.219 2.429
N -2.841 0.109 0.157
N 3.143 0.059 -1.438
N 1.163 -0.053 -0.259
N -0.151 -2.182 -0.570
N -0.151 -0.360 -0.209
N 1.139 0.051 -2.580
N -0.690 -0.172 1.007
H -3.438 0.393 2.619
H -1.853 0.190 3.236
H -3.830 0.292 0.278
H -2.536 -0.102 -0.784
H 3.688 0.036 -0.589
H 3.675 0.146 -2.295
H 1.736 -0.187 0.578
H 1.600 0.133 -3.477
H 0.131 0.010 -2.583
H -0.124 -0.346 1.842
*
```

***

C4H4O4S3 | ωB97M-V/def2-TZVPD

LUMO energy, eV: 5.66
E_HOMO, eV: 0.26
SMILES: O=C(O)C/C(SS[S-])=C(\[O-])O
Relative energy (zero: lowest compared OMol25 entry of this formula, charge and spin), eV: 0.0765

```
! RIJCOSX wB97M-V def2-TZVPD def2/J DEFGRID3
* xyz -2 1
O 1.695 -0.848 2.545
C 0.848 -0.286 1.922
O 0.423 0.957 2.221
C 0.203 -1.063 0.724
C -0.171 -0.535 -0.676
S -1.801 -0.709 -1.102
S -2.783 1.264 -0.331
S -1.102 2.314 0.014
C 0.780 -0.211 -1.670
O 1.978 -0.527 -1.725
O 0.230 0.523 -2.763
H -0.040 1.390 1.329
H 0.915 -1.889 0.621
H -0.710 -1.348 1.222
H -0.465 0.968 -2.330
*
```

***

C6H10N2 | ωB97M-V/def2-TZVPD

LUMO energy, eV: 0.83
E_HOMO, eV: -8.58
SMILES: N[C@H]1C=C[C@H]2CN2C1
Relative energy (zero: lowest compared OMol25 entry of this formula, charge and spin), eV: 7.3999

```
! RIJCOSX wB97M-V def2-TZVPD def2/J DEFGRID3
* xyz 0 1
N -1.089 1.208 1.498
C -0.081 0.124 1.276
C -0.790 -1.043 0.858
C -0.981 -1.377 -0.558
C 0.098 -0.752 -1.315
C 0.811 0.162 -2.193
N 0.245 0.585 -1.084
C 0.802 0.831 0.253
H -1.906 0.953 2.089
H -0.694 2.027 1.882
H 0.803 -0.261 1.966
H -1.515 -1.453 1.491
H -1.387 -2.400 -0.749
H 1.116 -1.244 -0.879
H 0.272 0.567 -2.905
H 1.944 -0.428 -2.520
H 0.514 1.828 0.362
H 1.838 0.674 0.528
*
```